No. 1
{
  "formula": "C42H64Ge3NPPdSe",
  "method": "ωB97M-V/def2-TZVPD",
  "charge": 1,
  "multiplicity": 2,
  "e_tot_ha": -10794.7529,
  "relative_energy_ev": 1.064,
  "orbital_gap_ev": [5.4, 4.4],
  "elements": ["Pd", "C", "C", "C", "P", "C", "C", "C", "C", "C", "C", "C", "C", "C", "C", "N", "C", "C", "C", "C", "C", "C", "C", "C", "C", "H", "H", "H", "H", "H", "H", "H", "H", "H", "H", "H", "H", "H", "H", "H", "H", "H", "H", "H", "H", "H", "H", "H", "H", "H", "H", "H", "H", "H", "H", "H", "C", "Ge", "C", "C", "Ge", "C", "C", "C", "C", "C", "C", "C", "C", "C", "C", "C", "C", "H", "H", "H", "H", "H", "H", "H", "H", "H", "H", "H", "H", "H", "H", "H", "H", "H", "H", "H", "C", "Ge", "C", "C", "C", "Se", "C", "H", "H", "H", "H", "H", "H", "H", "H", "H", "H", "H", "H", "H", "H"],
  "xyz": [[-0.0570, -0.4484, 0.0186], [-3.5924, -3.7409, -1.5301], [-2.9296, -2.7497, -0.5796], [-3.9201, -1.7088, -0.0427], [-1.4761, -1.8111, -1.2668], [-0.5268, -2.9979, -2.3268], [0.4552, -2.1988, -3.1838], [0.1987, -3.9728, -1.3944], [-2.1796, -0.5850, -2.3936], [-2.8944, -0.9122, -3.5432], [-3.4238, 0.0591, -4.3767], [-4.2180, -0.3008, -5.6033], [-3.1881, 1.3971, -4.0431], [-2.4751, 1.7540, -2.9218], [-1.9565, 0.7688, -2.0500], [-1.2447, 1.0876, -0.9404], [-1.0289, 2.3839, -0.4801], [-2.0472, 3.0123, 0.2740], [-3.3151, 2.2692, 0.5725], [-1.8627, 4.3110, 0.7095], [-0.7066, 5.0283, 0.4158], [-0.5552, 6.4607, 0.8411], [0.3073, 4.3864, -0.2865], [0.1769, 3.0815, -0.7365], [1.2979, 2.4800, -1.5364], [-4.4141, -4.2293, -1.0031], [-2.9019, -4.5179, -1.8584], [-4.0155, -3.2473, -2.4022], [-2.5326, -3.3209, 0.2666], [-4.5027, -1.2721, -0.8536], [-3.3929, -0.8928, 0.4610], [-4.6105, -2.1621, 0.6700], [-1.2158, -3.5396, -2.9781], [1.0728, -1.5607, -2.5450], [-0.0699, -1.5688, -3.9016], [1.1131, -2.8700, -3.7393], [0.7544, -3.4174, -0.6339], [0.9020, -4.5950, -1.9504], [-0.5029, -4.6331, -0.8802], [-3.0352, -1.9524, -3.8106], [-4.1068, -1.3572, -5.8444], [-3.8977, 0.2910, -6.4615], [-5.2802, -0.0961, -5.4504], [-3.5761, 2.1674, -4.6997], [-2.2915, 2.7957, -2.6889], [-3.1023, 1.2166, 0.7485], [-4.0095, 2.3302, -0.2694], [-3.8041, 2.6824, 1.4539], [-2.6490, 4.7856, 1.2874], [-1.5270, 6.9366, 0.9607], [0.0220, 7.0226, 0.1079], [-0.0303, 6.5224, 1.7974], [1.2189, 4.9281, -0.5186], [1.5243, 3.0979, -2.4074], [1.0479, 1.4833, -1.8899], [2.2020, 2.4291, -0.9234], [2.7413, 2.9795, 2.6730], [2.3385, 1.2135, 3.4556], [4.0106, 0.1730, 3.2625], [1.9295, 1.3816, 5.3797], [0.3866, 0.2106, 2.2888], [0.2225, -1.6477, 2.9788], [1.0211, -2.1166, 4.0194], [0.8328, -3.3861, 4.5436], [-0.1512, -4.2154, 4.0227], [-0.9420, -3.7757, 2.9708], [-0.7501, -2.5040, 2.4520], [-1.2301, 1.1072, 2.9840], [-2.4742, 0.4784, 3.0206], [-3.5695, 1.1143, 3.5824], [-3.4357, 2.3930, 4.1068], [-2.2052, 3.0344, 4.0689], [-1.1155, 2.3999, 3.4941], [3.7443, 3.2754, 2.9833], [2.0406, 3.7494, 2.9952], [2.7171, 2.9272, 1.5839], [4.7408, 0.6144, 3.9432], [4.4001, 0.2499, 2.2481], [3.8915, -0.8788, 3.5207], [2.6762, 2.0424, 5.8216], [1.9759, 0.4193, 5.8876], [0.9406, 1.8065, 5.5434], [1.7931, -1.4769, 4.4319], [1.4547, -3.7334, 5.3584], [-0.3074, -5.1999, 4.4436], [-1.7095, -4.4244, 2.5661], [-1.3730, -2.1559, 1.6365], [-2.5846, -0.5260, 2.6303], [-4.5308, 0.6169, 3.6085], [-4.2893, 2.8872, 4.5523], [-2.1016, 4.0301, 4.4809], [-0.1582, 2.9084, 3.4466], [6.1465, -0.5084, -3.4336], [4.3128, -0.9937, -2.9185], [4.0634, -2.9475, -2.8876], [3.0493, -0.0327, -4.0819], [4.1676, -0.3030, -1.0470], [2.5696, -0.6189, 0.0431], [3.0057, -2.3652, 0.7645], [6.3164, -0.8065, -4.4686], [6.8870, -1.0044, -2.8068], [6.2976, 0.5685, -3.3614], [3.9953, -3.3366, -3.9034], [3.1583, -3.2294, -2.3499], [4.9215, -3.4144, -2.4031], [3.0574, -0.4809, -5.0758], [3.3678, 1.0056, -4.1796], [2.0285, -0.0511, -3.7036], [4.2831, 0.7807, -1.0784], [4.9811, -0.7031, -0.4400], [3.1349, -3.0762, -0.0478], [2.1786, -2.6633, 1.4052], [3.9207, -2.3007, 1.3495]],
  "forces_ev_per_angstrom": [[-0.21, 0.78, -1.11], [0.09, 0.01, 0.02], [0.23, 0.26, 0.40], [0.09, -0.05, 0.09], [-0.57, -0.44, -1.23], [0.13, 0.17, 0.22], [-0.14, -0.08, 0.04], [-0.17, 0.00, -0.05], [0.21, 0.25, 0.41], [-0.03, 0.12, -0.26], [0.06, -0.17, -0.06], [-0.03, 0.09, 0.11], [0.03, -0.12, 0.06], [0.01, 0.11, 0.22], [-0.47, -0.46, -0.20], [1.45, -0.43, 0.53], [-0.25, 0.18, 0.34], [0.07, -0.06, -0.16], [-0.02, 0.12, -0.16], [-0.09, 0.07, 0.00], [0.01, -0.02, -0.02], [0.02, -0.10, 0.07], [-0.04, -0.02, -0.02], [-0.16, -0.21, 0.00], [-0.04, -0.01, 0.01], [0.00, -0.01, 0.00], [-0.03, -0.01, -0.03], [-0.01, 0.03, -0.04], [0.04, 0.03, -0.01], [0.04, 0.02, -0.04], [-0.10, -0.03, 0.02], [0.00, -0.03, -0.02], [-0.07, 0.01, 0.03], [0.02, -0.05, -0.04], [0.03, 0.06, 0.02], [0.00, -0.02, 0.03], [0.07, -0.05, 0.00], [-0.02, -0.01, -0.02], [0.04, -0.01, 0.03], [0.01, -0.05, 0.00], [-0.02, 0.01, -0.05], [0.01, -0.06, -0.03], [0.00, -0.05, -0.03], [0.04, 0.07, 0.05], [-0.03, 0.02, -0.04], [-0.10, 0.13, -0.07], [0.01, 0.01, -0.04], [0.00, 0.00, -0.12], [-0.01, 0.02, -0.03], [0.01, 0.03, 0.01], [0.00, 0.03, 0.02], [0.00, 0.05, 0.00], [-0.01, 0.01, -0.01], [0.02, 0.01, 0.03], [0.00, -0.10, -0.01], [0.06, -0.05, -0.04], [-0.12, -0.16, 0.10], [0.49, 0.28, -0.36], [-0.27, 0.06, 0.06], [-0.12, -0.06, -0.26], [-0.34, 0.21, 1.94], [-0.12, 0.08, -0.67], [0.14, 0.18, -0.06], [0.00, -0.05, 0.03], [-0.02, -0.01, 0.01], [0.02, -0.05, -0.01], [-0.01, 0.02, 0.06], [0.17, -0.03, -0.47], [0.08, -0.12, 0.27], [0.01, -0.07, 0.13], [0.04, -0.05, 0.10], [-0.08, 0.05, 0.02], [0.13, -0.06, -0.06], [0.00, 0.01, 0.01], [-0.02, -0.01, -0.01], [0.00, -0.01, 0.00], [-0.01, -0.01, 0.04], [-0.05, 0.02, 0.01], [0.01, 0.00, 0.00], [0.01, 0.01, -0.02], [0.01, -0.02, -0.03], [0.00, 0.02, 0.00], [0.01, -0.07, 0.04], [-0.01, 0.02, 0.02], [0.02, -0.01, -0.02], [0.00, 0.02, -0.01], [-0.07, -0.04, 0.05], [-0.04, 0.00, 0.02], [0.00, -0.01, 0.00], [-0.01, 0.00, 0.00], [0.02, 0.01, -0.01], [-0.05, 0.08, 0.01], [-0.22, -0.15, -0.03], [-0.03, 0.05, 0.14], [0.06, 0.29, -0.03], [0.16, -0.13, 0.19], [-0.12, -0.01, -0.56], [0.06, -0.26, 0.46], [0.20, -0.08, -0.07], [0.06, 0.01, 0.00], [-0.02, -0.03, 0.01], [-0.04, 0.01, 0.00], [-0.01, 0.00, 0.00], [-0.01, 0.03, -0.02], [-0.01, -0.01, 0.02], [-0.02, -0.01, 0.00], [0.01, 0.00, 0.02], [0.05, 0.02, -0.02], [-0.03, 0.01, 0.08], [-0.05, 0.02, 0.08], [-0.05, -0.02, 0.02], [0.00, -0.01, -0.01], [-0.01, 0.05, 0.01]]
}

No. 2
{
  "formula": "C42H68FN3O7P",
  "method": "ωB97M-V/def2-TZVPD",
  "charge": -1,
  "multiplicity": 1,
  "e_tot_ha": -2773.1787,
  "orbital_gap_ev": 6.2,
  "elements": ["C", "O", "C", "C", "C", "C", "P", "C", "C", "C", "O", "N", "C", "C", "C", "C", "C", "C", "C", "C", "O", "F", "C", "C", "C", "C", "C", "C", "C", "C", "C", "C", "C", "C", "C", "C", "H", "H", "H", "H", "H", "H", "H", "H", "H", "H", "H", "H", "H", "H", "H", "H", "H", "H", "H", "H", "H", "H", "H", "H", "H", "H", "H", "H", "H", "H", "H", "H", "H", "H", "H", "H", "H", "H", "C", "O", "C", "C", "N", "C", "C", "O", "C", "H", "H", "H", "H", "H", "H", "H", "H", "H", "H", "H", "H", "H", "H", "H", "C", "O", "C", "C", "N", "C", "C", "O", "C", "H", "H", "H", "H", "H", "H", "H", "H", "H", "H", "H", "H", "H", "H", "H"],
  "xyz": [[-1.1899, 6.2093, 5.0257], [0.0365, 5.7835, 4.4664], [0.0803, 4.3613, 4.2689], [1.2360, 3.6923, 4.9985], [2.6602, 3.8850, 4.3744], [2.6462, 4.0662, 2.8405], [4.3769, 3.7376, 2.0536], [3.9884, 1.8446, 1.9441], [3.7904, 1.2446, 0.5381], [3.8282, -0.2963, 0.6573], [3.8320, -0.9097, 1.7013], [3.8018, -1.0222, -0.6112], [3.2697, -2.3521, -0.4940], [1.9122, -2.5221, -0.6395], [1.3888, -3.8040, -0.5653], [2.2540, -4.8468, -0.3287], [3.6124, -4.6870, -0.1775], [4.1324, -3.4088, -0.2602], [4.8124, 5.6268, 2.4168], [4.2894, 6.6484, 1.4695], [3.1961, 7.1424, 1.3959], [5.2516, 7.1235, 0.5663], [6.2162, 3.3210, 1.5180], [7.1028, 2.9167, 2.6789], [7.4810, 3.7955, 3.6809], [8.3141, 3.4355, 4.7118], [8.7974, 2.1513, 4.8091], [8.4372, 1.2531, 3.8218], [7.6216, 1.6121, 2.7702], [7.3497, 0.5252, 1.7338], [3.7960, 4.1091, 0.2614], [2.4570, 4.1742, -0.1133], [2.0311, 4.4565, -1.3900], [2.9297, 4.6865, -2.4099], [4.2663, 4.6267, -2.0740], [4.6772, 4.3440, -0.7884], [-1.1476, 6.0727, 6.1167], [-1.2655, 7.2846, 4.8135], [-2.0659, 5.7394, 4.5592], [-0.8462, 3.9623, 4.7220], [0.0140, 4.1260, 3.2019], [1.2768, 3.9774, 6.0572], [1.0294, 2.6093, 4.9740], [3.1039, 4.7632, 4.8614], [3.2280, 2.9896, 4.6591], [1.8670, 3.3652, 2.5002], [2.2364, 5.0723, 2.6631], [4.8382, 3.4747, 3.4168], [4.8430, 1.3087, 2.3758], [3.1325, 1.5313, 2.5563], [2.7948, 1.4242, 0.1152], [4.5887, 1.4808, -0.1767], [4.7499, -1.0287, -0.9741], [1.2888, -1.6492, -0.8089], [0.3172, -3.9185, -0.7157], [1.8511, -5.8581, -0.2546], [4.2936, -5.5173, -0.0148], [5.1929, -3.1906, -0.1646], [5.8883, 5.8120, 2.5137], [4.3940, 5.8767, 3.3993], [6.3072, 2.5421, 0.7582], [6.6862, 4.2426, 1.1406], [7.1558, 4.8319, 3.6785], [8.6121, 4.1657, 5.4626], [9.4436, 1.8247, 5.6195], [8.8238, 0.2361, 3.8858], [8.1360, -0.2304, 1.8338], [6.3620, 0.0689, 1.8535], [7.4253, 0.9414, 0.7225], [1.6529, 3.9783, 0.5895], [0.9662, 4.4898, -1.6209], [2.6577, 4.9199, -3.4359], [4.9999, 4.8328, -2.8535], [5.7549, 4.3683, -0.6612], [-4.2345, -7.2119, -4.5986], [-4.8669, -6.0489, -4.0972], [-5.7637, -6.2936, -3.0170], [-5.1915, -5.7904, -1.7047], [-4.0693, -6.6098, -1.2594], [-3.2865, -6.0157, -0.1756], [-2.6342, -4.6525, -0.4077], [-1.5653, -4.6600, -1.3394], [-1.9571, -4.6132, -2.7002], [-3.7652, -6.9500, -5.5462], [-3.4567, -7.5726, -3.9184], [-4.9623, -8.0080, -4.7816], [-6.0465, -7.3491, -2.9534], [-6.6728, -5.7244, -3.2320], [-5.9742, -5.8115, -0.9389], [-4.8954, -4.7480, -1.8601], [-3.4489, -6.7689, -2.0413], [-2.4935, -6.7273, 0.0662], [-3.9261, -5.9465, 0.7110], [-2.1858, -4.3502, 0.5430], [-3.3601, -3.8707, -0.6599], [-2.8560, -4.0104, -2.8509], [-2.0983, -5.6216, -3.0971], [-1.1391, -4.1598, -3.2622], [-9.8367, 0.3057, -1.9238], [-10.0947, -0.9605, -2.5034], [-10.1443, -0.9549, -3.9251], [-8.9257, -1.6296, -4.5284], [-7.7216, -0.8283, -4.3456], [-6.4711, -1.5334, -4.6309], [-6.1408, -2.7933, -3.8309], [-5.8416, -2.5551, -2.4633], [-6.9754, -2.4080, -1.6271], [-10.0483, 0.2302, -0.8581], [-8.7897, 0.5996, -2.0467], [-10.4872, 1.0741, -2.3516], [-10.2773, 0.0572, -4.3196], [-11.0273, -1.5359, -4.2075], [-9.0934, -1.7794, -5.5995], [-8.8351, -2.6161, -4.0564], [-7.6848, -0.5052, -3.3886], [-5.6630, -0.8168, -4.4675], [-6.4565, -1.7853, -5.6966], [-5.2269, -3.2130, -4.2592], [-6.9026, -3.5744, -3.9320], [-7.8075, -3.0430, -1.9414], [-7.2878, -1.3627, -1.5777], [-6.6809, -2.7011, -0.6179]],
  "forces_ev_per_angstrom": [[0.64, 0.75, -0.17], [-0.15, -0.40, -0.36], [-0.87, 0.09, 1.14], [0.72, -0.35, -0.83], [-0.60, 0.13, 0.02], [-0.78, 0.12, 0.75], [-0.59, -1.34, 1.12], [0.14, -0.22, -0.78], [0.23, -1.82, 1.00], [-0.08, -0.06, 0.14], [-0.27, 0.33, -0.53], [-0.21, 0.32, 0.61], [1.05, 0.94, -0.11], [-0.20, -0.07, 0.03], [-0.29, 0.93, -0.05], [-0.67, -1.72, 0.12], [0.70, 0.39, -0.06], [-0.02, -0.01, -0.16], [0.52, 1.64, -0.23], [-0.81, 0.64, 0.23], [1.12, -0.56, -0.04], [-0.30, -0.44, 0.39], [1.14, 0.63, 0.41], [-0.35, -0.66, -0.67], [-0.18, 0.93, -0.01], [0.48, 0.24, 0.84], [0.12, -0.43, 0.04], [0.44, -0.36, 0.52], [-0.42, -0.53, -0.63], [0.32, 0.51, 0.01], [0.11, 0.08, -0.19], [-0.72, -0.27, 0.66], [-0.78, 0.06, -0.84], [0.40, 0.07, -0.10], [0.14, 0.20, -0.83], [0.89, 0.22, -0.02], [-0.44, -0.13, -0.15], [0.01, -0.18, 0.18], [0.15, -0.17, 0.23], [0.19, -0.08, -0.18], [0.36, 0.11, 0.10], [-0.29, 0.08, -0.17], [-0.09, 0.21, 0.00], [0.22, -0.23, -0.14], [0.17, 0.31, -0.06], [0.39, 0.05, -0.31], [0.19, -0.16, -0.27], [0.09, 0.21, -0.09], [-0.10, 0.31, 0.10], [0.09, 0.27, -0.06], [0.35, 0.36, -0.22], [-0.36, 0.40, -0.08], [-0.13, 0.13, -0.22], [0.05, -0.13, -0.05], [0.35, -0.36, 0.14], [0.00, 0.18, -0.07], [-0.30, -0.06, 0.04], [-0.11, -0.18, 0.09], [-0.17, -0.29, -0.26], [-0.21, -0.29, -0.24], [-0.29, 0.32, -0.12], [-0.24, -0.24, -0.23], [-0.13, -0.20, -0.21], [-0.17, 0.00, -0.14], [-0.06, 0.18, -0.05], [-0.11, 0.12, -0.12], [-0.30, -0.07, -0.06], [0.18, -0.02, -0.01], [-0.07, -0.19, 0.10], [0.31, 0.08, 0.16], [0.12, -0.02, 0.22], [-0.25, -0.05, 0.21], [0.03, -0.09, 0.23], [-0.17, -0.13, 0.33], [-0.02, 0.21, -0.06], [-0.05, -0.33, -0.02], [-0.14, 0.38, 0.16], [0.26, -0.11, -0.12], [0.00, 0.07, 0.02], [0.01, -0.15, -0.10], [0.10, 0.03, 0.34], [-0.43, -0.03, -0.10], [0.37, 0.00, 0.00], [0.00, 0.05, 0.03], [-0.04, -0.16, -0.03], [0.05, -0.05, 0.05], [0.17, -0.04, -0.03], [-0.01, -0.03, 0.01], [0.00, 0.00, 0.01], [-0.21, 0.07, 0.00], [-0.02, 0.00, -0.02], [0.02, 0.04, 0.06], [-0.01, 0.07, -0.02], [0.03, -0.01, -0.02], [-0.04, -0.07, -0.16], [-0.07, -0.08, 0.04], [-0.19, 0.04, -0.10], [0.01, 0.03, 0.07], [-0.05, -0.19, 0.05], [0.03, 0.28, -0.02], [-0.12, -0.37, -0.13], [0.14, 0.20, 0.19], [0.00, -0.18, 0.07], [-0.08, 0.16, 0.01], [0.37, 0.07, -0.19], [-0.26, -0.09, -0.11], [0.35, 0.05, 0.23], [0.01, -0.06, -0.02], [-0.04, 0.16, -0.03], [0.07, 0.04, -0.02], [0.13, 0.04, 0.08], [0.00, 0.03, -0.01], [0.01, -0.02, 0.00], [-0.14, -0.08, -0.09], [-0.04, 0.04, -0.01], [0.05, -0.05, -0.03], [-0.02, -0.07, 0.02], [-0.01, -0.02, 0.03], [-0.13, 0.09, 0.08], [-0.04, 0.08, -0.08], [-0.22, -0.04, -0.01], [0.04, -0.04, -0.04]]
}